ORCA calculation (wB97M-V/def2-TZVPD) on C47H95BCrF4O34 as an isolated structure.

CARTESIAN COORDINATES (ANGSTROEM)
Cr1 0.27 -2.00 0.38
C1 3.24 -0.84 3.51
C2 1.77 -1.30 3.50
C3 0.94 -0.09 3.92
O1 1.33 -1.67 2.23
H1 3.55 -0.01 2.88
H2 3.98 -1.62 3.32
H3 3.59 -0.62 4.52
H4 1.66 -2.08 4.25
H5 1.09 0.16 4.97
H6 -0.09 -0.46 3.93
H7 0.98 0.80 3.30
B1 -0.41 0.66 0.04
F1 0.79 0.00 -0.15
F2 -0.22 1.79 0.83
F3 -0.97 0.97 -1.15
F4 -1.16 -0.34 0.64
C4 1.73 5.90 -1.43
C5 1.31 7.33 -1.03
O2 1.87 7.58 0.26
C6 1.27 7.02 1.35
O3 0.24 6.32 1.31
O4 2.02 7.28 2.46
C7 1.60 6.72 3.69
H8 1.35 5.08 -0.82
H9 2.79 5.75 -1.26
H10 1.46 5.53 -2.42
H11 0.25 7.56 -1.17
H12 1.76 7.95 -1.81
H13 0.53 6.62 3.84
H14 1.96 7.33 4.52
H15 2.09 5.75 3.82
C8 0.50 -6.35 -4.47
C9 -0.01 -4.93 -4.38
O5 -0.16 -4.45 -3.02
C10 -0.51 -3.14 -2.70
O6 -0.60 -2.77 -1.53
O7 -0.64 -2.44 -3.80
C11 -1.14 -1.09 -3.72
H16 1.12 -6.44 -5.36
H17 -0.42 -6.93 -4.39
H18 1.09 -6.61 -3.59
H19 -0.89 -4.88 -5.02
H20 0.81 -4.35 -4.79
H21 -0.52 -0.42 -3.13
H22 -2.18 -1.08 -3.39
H23 -1.14 -0.61 -4.70
C12 3.41 -4.18 -3.61
C13 3.28 -4.57 -2.15
O8 3.87 -3.63 -1.26
C14 3.33 -2.44 -0.95
O9 2.12 -2.14 -0.96
O10 4.32 -1.66 -0.59
C15 4.04 -0.38 0.00
H24 2.98 -4.83 -4.37
H25 4.48 -4.11 -3.84
H26 2.96 -3.19 -3.67
H27 3.77 -5.53 -2.00
H28 2.28 -4.83 -1.80
H29 3.41 0.23 -0.64
H30 5.01 0.12 -0.01
H31 3.48 -0.36 0.94
C16 -3.81 -5.05 -1.91
C17 -4.06 -3.89 -2.90
O11 -3.53 -4.17 -4.22
C18 -3.59 -3.15 -5.19
O12 -3.93 -1.98 -5.01
O13 -3.43 -3.82 -6.32
C19 -3.60 -3.15 -7.57
H32 -4.34 -5.97 -2.18
H33 -4.19 -4.92 -0.90
H34 -2.76 -5.33 -1.93
H35 -3.75 -2.90 -2.58
H36 -5.12 -3.72 -3.08
H37 -4.29 -3.69 -8.22
H38 -2.67 -3.22 -8.14
H39 -3.94 -2.12 -7.51
C20 -3.98 -0.47 -1.35
C21 -4.82 0.01 -0.20
O14 -4.10 0.24 0.98
C22 -4.77 0.39 2.13
O15 -5.96 0.34 2.34
O16 -3.87 0.68 3.08
C23 -2.47 0.93 2.94
H40 -3.39 0.31 -1.83
H41 -4.61 -0.97 -2.09
H42 -3.25 -1.22 -1.03
H43 -5.64 -0.68 -0.01
H44 -5.35 0.87 -0.61
H45 -1.94 -0.02 2.88
H46 -2.11 1.50 3.80
H47 -2.16 1.38 2.00
C24 -2.65 4.39 -0.04
C25 -1.74 4.10 -1.25
O17 -2.56 3.94 -2.41
C26 -2.14 3.52 -3.55
O18 -1.06 3.73 -4.07
O19 -3.25 2.85 -4.20
C27 -4.60 2.78 -3.73
H48 -2.83 3.45 0.49
H49 -3.66 4.73 -0.26
H50 -2.26 5.16 0.62
H51 -1.08 3.27 -1.01
H52 -0.95 4.85 -1.29
H53 -4.72 2.35 -2.73
H54 -5.02 2.10 -4.47
H55 -5.13 3.72 -3.90
C28 -2.20 5.46 8.10
C29 -1.40 4.18 7.87
O20 -1.42 3.81 6.48
C30 -0.64 4.29 5.57
O21 0.37 5.01 5.73
O22 -1.02 3.65 4.48
C31 -0.27 3.74 3.27
H56 -2.51 5.49 9.14
H57 -3.14 5.58 7.55
H58 -1.57 6.34 7.95
H59 -1.96 3.37 8.34
H60 -0.43 4.11 8.36
H61 -0.89 3.37 2.46
H62 0.53 3.00 3.31
H63 0.22 4.67 2.96
C32 5.31 -0.42 -5.46
C33 4.53 -1.03 -4.31
O23 3.82 -0.06 -3.58
C34 2.55 0.23 -3.77
O24 1.85 -0.16 -4.73
O25 2.25 1.13 -2.80
C35 1.30 2.18 -2.92
H64 5.81 -1.12 -6.13
H65 5.95 0.30 -4.95
H66 4.58 0.03 -6.14
H67 5.30 -1.43 -3.65
H68 3.92 -1.81 -4.77
H69 0.90 2.43 -1.93
H70 0.47 1.79 -3.51
H71 1.76 3.12 -3.22
C36 -0.85 -4.34 4.10
C37 -1.92 -3.19 4.01
O26 -2.86 -3.45 2.98
C38 -2.67 -3.25 1.69
O27 -1.62 -2.90 1.17
O28 -3.82 -3.45 1.04
C39 -5.15 -3.46 1.60
H72 -1.41 -5.26 4.27
H73 -0.10 -4.15 4.87
H74 -0.35 -4.40 3.14
H75 -1.51 -2.19 3.93
H76 -2.41 -3.22 4.98
H77 -5.61 -4.44 1.73
H78 -5.72 -2.91 0.84
H79 -5.31 -3.02 2.58
C40 -1.67 -7.48 -0.06
C41 -0.92 -6.18 0.17
O29 0.42 -6.50 0.56
C42 1.20 -5.42 0.88
O30 0.95 -4.23 0.63
O31 2.20 -5.86 1.66
C43 2.98 -4.97 2.43
H80 -1.22 -7.88 -0.96
H81 -2.73 -7.33 -0.24
H82 -1.63 -8.20 0.75
H83 -1.33 -5.55 0.95
H84 -1.00 -5.55 -0.72
H85 3.76 -5.54 2.93
H86 2.33 -4.52 3.18
H87 3.47 -4.16 1.88
C44 6.79 6.31 2.60
C45 5.28 6.46 2.77
O32 4.60 5.24 2.84
C46 4.01 4.74 1.78
O33 4.25 5.09 0.61
O34 3.13 3.76 2.18
C47 2.52 2.97 1.26
H88 7.22 7.32 2.65
H89 7.00 5.96 1.59
H90 7.18 5.57 3.29
H91 4.81 7.17 2.10
H92 5.16 6.82 3.80
H93 2.16 2.06 1.75
H94 3.15 2.66 0.43
H95 1.66 3.45 0.78

As for the energy: -5874.999232 Eh. The spin multiplicity is 5. The value obtained for the HOMO-LUMO gap (spin up / spin down) is 0.2912 / 0.2976 Eh.

Results of the Löwdin charge analysis, in e, for atoms 1 through 6:
1. Cr 0.89
2. C -0.07
3. C -0.56
4. C -0.06
5. O -0.31
6. H 0.06